No. 1
Entry from OMol25: a 2-piece molecular cluster, C7H17NO3S overall at a distorted geometry (wB97M-V/def2-TZVPD).

```
29
Properties=species:S:1:pos:R:3:lowdin_charge:R:1
C -0.769 1.886 -0.249 -0.0726
C 0.985 -0.358 -2.480 -0.1155
C 1.776 -2.192 0.479 -0.0424
C 1.584 -0.549 2.094 -0.1109
C 0.023 0.845 0.428 -0.1550
C 1.624 0.583 -1.422 -0.2153
C 1.037 0.250 -0.087 -0.3335
N 1.755 -0.731 0.673 -0.1250
O -3.852 0.318 -0.845 -0.2933
O -2.749 -0.505 1.204 -0.2750
O -4.322 1.351 1.310 -0.4097
S -4.184 0.047 0.813 0.8609
H -1.310 1.435 -1.118 0.0930
H -0.126 2.468 -0.798 0.0381
H -1.386 2.430 0.362 0.0539
H 1.603 -1.279 -2.386 0.0645
H 0.977 0.159 -3.442 0.0495
H -0.203 -0.431 -2.342 0.1151
H 2.449 -2.576 1.163 0.0536
H 0.723 -2.564 0.682 0.1234
H 2.158 -2.553 -0.411 0.0521
H 1.749 0.446 2.488 0.0993
H 0.653 -0.939 2.488 0.0853
H 2.332 -1.123 2.554 0.0675
H -4.082 1.235 -1.005 0.0378
H -0.443 0.343 1.315 0.0856
H 2.753 0.437 -1.529 0.1246
H 1.419 1.638 -1.754 0.1009
H -2.173 -0.069 1.814 0.0433
```

Summary:
spin multiplicity	3
HOMO (spin up / spin down)	-0.142 / -0.338	Ha
E	-25994.83814	eV



No. 2
Entry from OMol25: a 9-piece molecular cluster, C35H80BFN8O12 overall at a distorted geometry (wB97M-V/def2-TZVPD).

```
137
Properties=species:S:1:pos:R:3:lowdin_charge:R:1
C -0.714 4.116 0.785 -0.1413
C -1.152 2.608 0.269 -0.2403
C -1.606 1.664 1.562 -0.1388
C -1.005 0.138 1.509 -0.2306
O -1.842 -0.837 0.794 -0.1151
C -1.772 -0.675 -0.666 -0.1637
F -2.746 -1.681 -1.236 -0.0751
C -0.319 -1.031 -1.339 -0.1086
O -0.371 -1.985 -2.462 -0.1899
C 0.783 -2.896 -2.361 -0.1491
C 2.235 -2.154 -2.733 -0.1633
O 3.274 -2.460 -1.738 -0.2095
C 3.534 -1.330 -0.832 -0.2488
C 3.141 -1.610 0.743 -0.1036
B -0.879 -0.442 3.078 -0.2866
C -0.959 -2.087 3.394 -0.0434
O -0.728 0.424 4.272 0.0143
H 0.018 4.079 1.711 0.0819
H -1.638 4.787 1.111 0.0789
H -0.166 4.682 -0.088 0.0464
H -2.147 2.742 -0.377 0.0850
H -0.369 2.094 -0.433 0.0930
H -1.265 2.284 2.522 0.1173
H -2.795 1.597 1.651 0.1374
H 0.105 0.212 1.124 0.1524
H -2.143 0.368 -1.066 0.1666
H 0.121 -0.027 -1.772 0.1336
H 0.432 -1.430 -0.536 0.1118
H 0.582 -3.778 -3.135 0.1409
H 0.868 -3.427 -1.296 0.1276
H 2.113 -1.016 -2.989 0.1257
H 2.583 -2.678 -3.748 0.1327
H 4.707 -1.130 -0.846 0.1307
H 3.032 -0.318 -1.140 0.1092
H 3.774 -2.448 1.262 0.0840
H 2.002 -1.876 0.909 0.0636
H 3.351 -0.589 1.316 0.0908
H -2.021 -2.241 3.912 0.0917
H -0.867 -2.741 2.427 0.0677
H -0.170 -2.387 4.237 0.0643
H -0.148 -0.017 4.967 0.1138
C -1.374 -6.398 6.695 -0.0814
N -0.632 -5.165 6.581 0.0008
C 0.524 -4.939 5.892 -0.5449
C 1.135 -6.092 5.145 -0.0077
O 1.031 -3.821 5.897 0.0022
H -2.381 -6.225 6.308 0.0802
H -1.435 -6.660 7.754 0.0817
H -0.909 -7.217 6.144 0.0798
H -0.983 -4.344 7.058 0.1413
H 2.050 -5.761 4.645 0.0901
H 1.393 -6.895 5.841 0.0924
H 0.439 -6.456 4.384 0.0735
C -4.087 6.452 -1.790 -0.0866
N -3.247 5.283 -1.672 0.0208
C -2.332 4.810 -2.567 -0.5258
C -2.143 5.570 -3.849 -0.0083
O -1.695 3.792 -2.310 -0.0052
H -3.862 7.116 -0.953 0.0613
H -5.128 6.129 -1.725 0.0845
H -3.930 6.984 -2.729 0.0694
H -3.319 4.719 -0.833 0.1283
H -1.384 5.075 -4.461 0.0824
H -3.080 5.592 -4.413 0.0846
H -1.804 6.588 -3.634 0.0848
C 4.696 4.273 -2.552 -0.0787
N 3.726 4.776 -1.608 0.0087
C 2.410 4.437 -1.492 -0.5171
C 1.859 3.415 -2.448 0.0018
O 1.716 4.963 -0.627 0.0015
H 5.515 3.819 -1.988 0.0861
H 5.080 5.119 -3.127 0.0833
H 4.271 3.534 -3.233 0.0751
H 4.025 5.469 -0.932 0.1315
H 0.800 3.247 -2.235 0.0586
H 1.952 3.776 -3.476 0.0899
H 2.390 2.466 -2.328 0.0770
C 0.047 -6.142 0.389 -0.0730
N 0.694 -6.919 1.420 0.0164
C 0.946 -8.261 1.430 -0.5449
C 0.512 -9.067 0.238 -0.0159
O 1.512 -8.770 2.393 -0.0019
H 0.747 -5.373 0.055 0.0652
H -0.832 -5.664 0.827 0.0473
H -0.258 -6.751 -0.463 0.0819
H 1.015 -6.443 2.255 0.1135
H 0.779 -10.117 0.388 0.0853
H -0.573 -9.001 0.116 0.0919
H 1.019 -8.707 -0.662 0.0452
C 4.126 9.608 1.675 -0.0840
N 5.197 8.684 1.383 -0.0042
C 5.206 7.329 1.541 -0.5560
C 3.967 6.675 2.085 -0.0149
O 6.208 6.685 1.242 0.0134
H 3.869 10.131 0.751 0.0815
H 4.492 10.330 2.409 0.0825
H 3.240 9.108 2.068 0.0775
H 6.065 9.053 1.012 0.1416
H 4.123 5.595 2.156 0.0890
H 3.750 7.059 3.086 0.0866
H 3.122 6.859 1.416 0.0797
C -3.494 12.020 -3.367 -0.0812
N -3.742 10.750 -2.726 0.0027
C -3.098 10.210 -1.651 -0.5229
C -1.985 11.003 -1.026 -0.0097
O -3.436 9.109 -1.225 0.0080
H -4.413 12.609 -3.320 0.0847
H -3.243 11.827 -4.413 0.0843
H -2.682 12.573 -2.895 0.0765
H -4.480 10.160 -3.093 0.1443
H -1.567 10.446 -0.182 0.0880
H -1.189 11.170 -1.757 0.0866
H -2.368 11.957 -0.655 0.0869
C 3.659 -9.203 -4.521 -0.0818
N 2.689 -8.699 -3.577 0.0052
C 1.372 -9.039 -3.461 -0.5263
C 0.822 -10.060 -4.416 -0.0089
O 0.679 -8.512 -2.595 0.0027
H 4.477 -9.656 -3.957 0.0847
H 4.043 -8.357 -5.096 0.0839
H 3.234 -9.941 -5.201 0.0757
H 2.988 -8.007 -2.900 0.1463
H -0.237 -10.228 -4.203 0.0877
H 0.915 -9.699 -5.444 0.0860
H 1.353 -11.009 -4.296 0.0868
C -6.188 -5.407 2.434 -0.0846
N -4.838 -5.869 2.216 -0.0006
C -3.919 -5.394 1.326 -0.5248
C -4.321 -4.245 0.444 -0.0016
O -2.803 -5.905 1.267 0.0111
H -6.275 -5.094 3.477 0.0816
H -6.867 -6.243 2.251 0.0821
H -6.454 -4.574 1.781 0.0766
H -4.496 -6.642 2.775 0.1403
H -3.488 -3.976 -0.210 0.0782
H -5.171 -4.533 -0.180 0.0881
H -4.575 -3.375 1.056 0.0901
```

Summary:
SMILES	CCC[C@H](O[C@H](F)COCCOCC)B(C)O.CNC(C)=O.CNC(C)=O.CNC(C)=O.CNC(C)=O.CNC(C)=O.CNC(C)=O.CNC(C)=O.CNC(C)=O
spin multiplicity	1
HOMO	-0.304	Ha
E	-77474.37255	eV



No. 3
Entry from OMol25: C14H11CeClN2O2 as an isolated structure at a distorted geometry (wB97M-V/def2-TZVPD).

```
31
Properties=species:S:1:pos:R:3:lowdin_charge:R:1
Cl -0.073 -2.825 -1.286 0.3149
C 1.997 0.756 -0.488 -0.1617
C 1.085 1.799 -0.894 -0.1107
C 0.482 1.391 -2.110 -0.0762
H 0.886 2.723 -0.338 0.1517
C 0.974 0.078 -2.464 -0.3857
C 1.963 -0.276 -1.479 -0.1151
H 2.556 -1.188 -1.476 0.1560
H 2.650 0.783 0.388 0.1397
H -0.239 1.951 -2.715 0.1628
C 0.408 -0.782 -3.520 -0.0484
Ce -0.245 -0.360 -0.398 1.0292
C 0.643 0.890 2.168 0.0741
C 0.517 -2.314 1.525 -0.0262
O 0.510 1.184 3.268 0.1788
O 0.579 -3.403 1.904 0.1510
H -0.653 -0.609 -3.678 0.1097
H 0.476 -1.830 -3.240 0.0122
H 0.921 -0.666 -4.463 0.1230
N -4.203 1.053 6.114 0.2400
C -3.731 0.807 5.072 -0.1150
C -3.184 0.505 3.766 -0.1590
C -2.820 -0.808 3.444 0.0505
C -2.358 -1.083 2.166 -0.0880
N -2.089 -0.080 1.288 -0.1267
C -2.547 1.179 1.548 -0.0894
C -3.055 1.504 2.796 0.0373
H -2.904 -1.617 4.172 0.1518
H -2.145 -2.103 1.825 0.1289
H -2.454 1.921 0.740 0.1408
H -3.355 2.530 3.008 0.1495
```

Summary:
charge	+2
spin multiplicity	1
HOMO (spin up / spin down)	-0.630 / -0.630	Ha
E	-47205.11065	eV



No. 4
Entry from OMol25: C5H5Br3N2OS2 as an isolated structure at a distorted geometry (wB97M-V/def2-TZVPD).

```
18
Properties=species:S:1:pos:R:3:lowdin_charge:R:1
C 2.185 0.520 0.716 -0.6888
C 1.008 2.301 -0.363 -1.1172
C -2.977 -0.908 -0.322 -1.4757
C 2.762 -0.552 1.505 -0.0771
C -2.279 -0.701 -1.606 -0.3481
N 1.880 0.332 -0.517 -0.0350
N 1.283 1.304 -1.136 -0.0936
O -0.331 -1.427 0.261 -0.5331
S 1.677 2.082 1.243 1.0226
S -1.475 -1.960 -0.422 0.8705
Br -4.665 -1.897 -0.524 0.6292
Br -3.032 0.335 1.141 0.6807
Br -0.127 3.612 -1.037 0.7205
H 3.017 -1.294 0.847 0.0519
H 3.645 -0.300 2.148 0.1002
H 1.951 -0.827 2.225 0.1017
H -2.774 -0.909 -2.601 0.1024
H -1.747 0.286 -1.556 0.0887
```

Summary:
spin multiplicity	1
HOMO	-0.347	Ha
E	-242088.44930	eV